i:
CH3FIN | ωB97M-V with the def2-TZVPD basis set

```
7
Properties=species:S:1:pos:R:3:mulliken_charge:R:1
C 0.37505 -0.58365 0.11922 -0.6354
N -0.41338 0.34941 -0.54074 -0.1990
F 0.58792 2.00105 -0.62244 -0.4405
I -2.06506 0.90234 0.34910 0.2938
H 1.09711 -0.89835 -0.58002 0.3300
H 0.65583 -0.33712 1.22014 0.2812
H -0.23748 -1.43368 0.05473 0.3700
```

Output
HOMO level (alpha / beta) ... -0.364 / -0.364 Ha

---

ii:
CH3FIN | ωB97M-V with the def2-TZVPD basis set

```
7
Properties=species:S:1:pos:R:3:mulliken_charge:R:1
C -1.69915 -0.95813 0.11702 0.0276
N 1.14772 0.14345 0.31334 -0.7242
F -2.02915 -2.24346 -0.16064 -0.0901
I -3.58857 0.19598 0.05444 0.0055
H 1.33018 0.93158 -0.48589 0.2737
H 0.54060 -0.29296 0.88644 0.2778
H 1.19660 -0.61585 -0.39932 0.2298
```

Output
HOMO level ... -0.338 Ha

---

The computed energies, referenced to the most stable structure and given in eV, are i 0.000; ii 0.106.

---

i:
C3H2NO3 | ωB97M-V with the def2-TZVPD basis set

```
9
Properties=species:S:1:pos:R:3:mulliken_charge:R:1
C -0.21263 1.48674 -0.17544 0.4939
C -2.17347 -0.25978 -0.13472 0.5809
C -0.91322 0.19458 0.39343 -0.1270
N 0.82785 1.15011 -0.83402 -0.7783
O -2.91562 -0.62496 -1.00613 -0.6145
O -0.76954 2.60498 0.01083 -0.7108
O -2.38165 0.40224 0.95955 -0.3919
H -0.46320 -0.49060 1.07712 0.3618
H 1.19781 0.21938 -0.94401 0.1858
```

Output
Structure (SMILES) ... [H]/N=C(/[O-])[C@H]1OC1=O
Net charge ... -1
HOMO level ... -0.155 Ha

---

ii:
C3H2NO3 | ωB97M-V with the def2-TZVPD basis set

```
9
Properties=species:S:1:pos:R:3:mulliken_charge:R:1
C -0.20087 0.19996 0.28474 -1.0081
C 1.17979 0.29730 -0.17553 0.5508
C -1.75991 -0.45826 -0.24365 0.6019
N 2.33606 0.17319 -0.29804 0.4414
O -2.58333 0.42289 -0.38192 -0.6538
O -1.79142 -1.65166 -0.34712 -0.6207
O 3.51521 0.26569 -0.47767 -0.7646
H -0.13552 -0.42727 1.15914 0.1759
H -0.56001 1.17815 0.48005 0.2772
```

Output
Structure (SMILES) ... O=C([O-])CC#[N+][O-]
Net charge ... -1
HOMO level ... -0.154 Ha

---

The computed energies, referenced to the most stable structure and given in eV, are i 0.000; ii 0.988.

---

i:
C3H2NO3 | ωB97M-V with the def2-TZVPD basis set

```
9
Properties=species:S:1:pos:R:3:mulliken_charge:R:1
C 0.52305 -1.44269 0.05463 0.0739
C 2.40212 -0.45610 0.02933 0.5646
C 0.22036 -0.00772 0.02348 0.0270
N 1.79180 -1.69145 -0.09560 -0.4646
O -1.08971 -2.93374 -0.00453 -0.7152
O 3.59887 -0.26644 0.04478 -0.6023
O 1.52792 0.59434 -0.00995 -0.3189
H -0.12672 0.11880 -1.12859 0.1648
H -0.37148 0.43051 0.82706 0.2706
```

Output
Net charge ... -1
HOMO level (alpha / beta) ... -0.158 / -0.154 Ha

---

ii:
C3H2NO3 | ωB97M-V with the def2-TZVPD basis set

```
9
Properties=species:S:1:pos:R:3:mulliken_charge:R:1
C -0.65197 0.91776 -0.08425 -0.8991
C -1.86756 0.40146 -0.03557 0.9053
C 0.53139 0.06164 -0.07671 0.4511
N 0.17133 -1.22840 -0.08823 0.0674
O -3.05254 0.39319 -0.01820 -0.5357
O 1.71659 0.42957 -0.07775 -0.7786
O -1.12956 -1.59862 -0.02169 -0.7213
H -0.53337 1.98756 -0.05199 0.3223
H 0.84321 -1.96617 0.08224 0.1886
```

Output
Structure (SMILES) ... O=C=CC(=O)N[O-]
Net charge ... -1
HOMO level ... -0.108 Ha

---

The computed energies, referenced to the most stable structure and given in eV, are i 3.439; ii 0.000.

---

i:
C11H12N2 | ωB97M-V with the def2-TZVPD basis set

```
25
Properties=species:S:1:pos:R:3:mulliken_charge:R:1
C -0.76073 -1.98958 0.30334 -2.0340
C -0.98606 -0.54002 0.11757 0.8223
C -2.33909 -0.03340 -0.04127 0.5030
C -2.41685 1.33026 -0.17477 -0.5784
C -1.25737 2.22159 -0.25372 -0.8501
C 0.01097 1.73490 -0.11248 -0.5361
C 0.05535 0.29810 0.00408 0.3314
C 2.17667 -0.51797 -1.00327 -0.2459
C 3.47628 -0.33196 -0.72832 -0.7057
C 3.52848 0.34327 0.53745 -0.4565
C 2.24607 0.55051 0.98782 -0.5193
H -1.42817 -2.52460 0.93307 0.4772
H -0.84239 -2.47793 -0.67121 0.3511
H 0.22923 -2.20109 0.52422 0.5149
H -3.44488 -1.86581 0.15443 0.1898
H -4.37684 -0.34347 0.14637 0.1900
H -3.47838 1.73952 -0.19356 0.1651
H -1.52819 3.29963 -0.43454 0.2868
H 0.85220 2.31673 -0.14519 0.6317
H 1.70692 -0.85590 -1.92624 0.3784
H 4.31778 -0.91585 -1.02515 0.3377
H 4.43320 0.67994 0.97040 0.4657
H 1.85741 1.01954 1.93477 0.3583
N -3.47072 -0.83560 -0.00087 -0.4954
N 1.43913 -0.10081 0.09708 0.4179
```

Output
Structure (SMILES) ... Cc1c(N)cccc1-n1cccc1
HOMO level ... -0.292 Ha

---

ii:
C11H12N2 | ωB97M-V with the def2-TZVPD basis set

```
25
Properties=species:S:1:pos:R:3:mulliken_charge:R:1
N -1.37634 -4.13584 2.96967 -0.3756
N -0.05336 -0.42186 4.76734 -0.4065
C -1.34775 -2.98721 2.91693 0.0269
C -0.63184 -0.90482 3.88031 0.0061
C -0.50191 -1.23351 1.49651 -0.7020
C 0.04805 -1.04640 0.44668 -0.2659
C -1.29234 -1.51672 2.71992 0.7308
C 0.11915 2.07826 -1.63869 -0.6091
C 1.09283 1.80222 -0.46172 -0.6047
C -0.90920 0.97029 -1.77746 -0.5672
C 1.77551 0.43223 -0.61093 -0.9935
C -0.28220 -0.39076 -1.90432 -0.9212
C 0.76771 -0.73406 -0.81394 0.5477
H -2.28648 -1.09049 2.56516 0.3388
H 0.62904 2.24929 -2.59289 0.3377
H -0.37928 3.03332 -1.37661 0.2857
H 1.83838 2.60849 -0.42055 0.3384
H 0.56192 1.79456 0.50750 0.2776
H -1.53070 0.95847 -0.88044 0.2873
H -1.54233 1.15632 -2.66183 0.3154
H 2.44281 0.25361 0.27825 0.3555
H 2.47098 0.38567 -1.44261 0.4175
H -1.09480 -1.16380 -1.92269 0.3524
H 0.20988 -0.46665 -2.89440 0.3923
H 1.27226 -1.63062 -1.14920 0.4357
```

Output
Structure (SMILES) ... N#CC(C#N)C#CC1CCCCC1
HOMO level ... -0.386 Ha

---

iii:
C11H12N2 | ωB97M-V with the def2-TZVPD basis set

```
25
Properties=species:S:1:pos:R:3:mulliken_charge:R:1
C 0.28676 -1.87998 -0.12590 -1.7265
C 0.86560 -0.51432 -0.03001 0.6717
C 2.19299 -0.21722 0.01576 0.9091
C 2.67708 1.09969 -0.09414 -0.9079
C 1.77042 2.16699 -0.15661 -0.6237
C 0.36753 1.97850 -0.22101 -0.4599
C -0.03290 0.63180 -0.09897 -0.0231
C -2.12123 0.61162 1.08427 -0.4718
C -3.35610 0.16602 0.85460 -0.5077
C -3.40861 -0.30128 -0.55557 -0.7495
C -2.17863 0.02812 -1.14798 -0.2065
H 0.63784 -2.40312 0.77589 0.4367
H -0.79141 -1.97545 -0.04303 0.3200
H 0.84978 -2.56488 -0.86875 0.3198
H 2.81296 -2.20927 0.20885 0.2431
H 4.11981 -0.91067 -0.06356 0.2367
H 3.67088 1.23079 0.20740 0.3728
H 2.12161 3.13464 -0.07994 0.4418
H -0.44421 2.68922 -0.14996 0.4488
H -1.54634 0.95245 1.93773 0.3819
H -4.16756 -0.19816 1.46920 0.3607
H -4.24406 -0.80813 -0.93908 0.4727
H -1.75290 0.08132 -2.14444 0.3738
N 3.13541 -1.24605 0.33581 -0.5978
N -1.46474 0.45736 -0.17056 0.2848
```

Output
Structure (SMILES) ... Cc1c(N)cccc1-n1cccc1
HOMO level ... -0.297 Ha

---

The computed energies, referenced to the most stable structure and given in eV, are i 0.000; ii 1.365; iii 0.615.

---

i:
C2HBrF2O | ωB97M-V with the def2-TZVPD basis set

```
7
Properties=species:S:1:pos:R:3:mulliken_charge:R:1
C 0.38515 -0.95867 -0.39900 -0.1054
C -0.37397 0.61129 0.21454 0.5048
O 0.40264 -1.03962 -1.55564 -0.3145
F -1.53412 0.53364 0.92518 -0.1910
F -0.48617 1.47699 -0.78165 -0.1668
Br 0.99677 1.19086 1.37730 -0.1213
H 0.60969 -1.81449 0.21927 0.3940
```

Output
Structure (SMILES) ... O=CC(F)(F)Br
HOMO level ... -0.374 Ha

---

ii:
C2HBrF2O | ωB97M-V with the def2-TZVPD basis set

```
7
Properties=species:S:1:pos:R:3:mulliken_charge:R:1
C 0.11115 -0.32919 -0.60606 0.1081
C 2.04666 -0.90009 0.10582 0.3405
O -0.24247 -0.80923 -1.60758 -0.3224
F 2.51695 -2.01544 -0.41651 -0.1640
F 1.85604 -1.05949 1.42361 -0.1963
Br 3.17496 0.63281 -0.21076 -0.1154
H -0.32595 0.39281 0.07123 0.3495
```

Output
HOMO level ... -0.344 Ha

---

The computed energies, referenced to the most stable structure and given in eV, are i 0.000; ii 0.672.

---

i:
CH6OS2 | ωB97M-V with the def2-TZVPD basis set

```
10
Properties=species:S:1:pos:R:3:mulliken_charge:R:1
S -1.54219 2.30393 -1.06869 -0.1803
S 0.31461 3.00257 -0.47925 -0.1603
H -1.13946 1.34329 -1.92624 0.1593
H 0.20695 4.11998 -1.20303 0.1790
C 0.50236 -1.70217 1.13793 -0.3925
O -0.11344 -2.47443 0.11512 -0.5067
H 0.54122 -2.33653 2.01323 0.2062
H -0.02471 -0.74048 1.15044 0.2012
H 1.60298 -1.62509 0.89143 0.1978
H -0.34833 -1.89108 -0.63094 0.2962
```

Output
Structure (SMILES) ... CO.SS
HOMO level ... -0.354 Ha

---

ii:
CH6OS2 | ωB97M-V with the def2-TZVPD basis set

```
10
Properties=species:S:1:pos:R:3:mulliken_charge:R:1
C -1.03186 -1.11616 -1.20754 -0.6397
S -2.72903 -1.95195 -1.35264 -0.1056
S -4.77244 -2.03863 -0.67989 -0.1640
H -0.27206 -1.88714 -0.94199 0.2455
H -0.99302 -0.35491 -0.42696 0.2820
H -0.93565 -0.73964 -2.19467 0.2479
H -4.70427 -0.87674 -0.00510 0.1339
H 5.44893 3.61799 1.87996 0.3215
H 4.57146 2.62136 2.68693 0.3202
O 5.41794 2.72584 2.24190 -0.6417
```

Output
Structure (SMILES) ... CSS.O
HOMO level ... -0.299 Ha

---

The computed energies, referenced to the most stable structure and given in eV, are i 0.000; ii 1.143.

---

i:
Br3OP | ωB97M-V with the def2-TZVPD basis set

```
5
Properties=species:S:1:pos:R:3:mulliken_charge:R:1
O -0.66238 -0.21836 1.39772 -0.3150
P 0.16422 -0.95619 2.35617 0.4699
Br -1.05798 -0.50312 -3.62449 -0.0088
Br 2.09729 0.13202 2.62918 -0.1546
Br -0.54116 1.54566 -2.75858 0.0085
```

Output
Structure (SMILES) ... O=PBr.BrBr
HOMO level ... -0.374 Ha

---

ii:
Br3OP | ωB97M-V with the def2-TZVPD basis set

```
5
Properties=species:S:1:pos:R:3:mulliken_charge:R:1
O -2.01552 1.33604 0.59291 -0.4760
Br 0.50493 1.56309 -1.25105 -0.0822
Br -1.61656 -1.44751 -0.36904 -0.0575
Br 0.19207 0.16294 2.32611 -0.0623
P -0.79560 0.48162 0.34124 0.6780
```

Output
Structure (SMILES) ... O=P(Br)(Br)Br
HOMO level ... -0.402 Ha

---

The computed energies, referenced to the most stable structure and given in eV, are i 1.315; ii 0.000.

---

i:
C2H7N3O | ωB97M-V with the def2-TZVPD basis set

```
13
Properties=species:S:1:pos:R:3:mulliken_charge:R:1
C 1.39636 1.29052 0.08887 -0.7165
C -0.31887 -0.41609 -0.10539 -0.0960
H 2.43658 1.42359 -0.22344 0.2701
H 0.58244 1.81163 -0.42310 0.3316
H 1.19626 1.62063 1.21711 0.2341
H 2.38441 -1.28217 -0.40564 0.3389
H -0.48266 -1.45901 -0.14149 0.3853
H -2.69232 -0.96388 0.47200 0.2340
H -3.04296 0.50813 0.59498 0.2561
N 1.00765 -0.01624 -0.30351 0.0261
N -1.31586 0.41754 -0.10272 -0.1988
N -2.60972 -0.12215 -0.01391 -0.6067
O 1.69735 -1.10744 0.24372 -0.4581
```

Output
Structure (SMILES) ... CN(O)/C=N/N
HOMO level ... -0.302 Ha

---

ii:
C2H7N3O | ωB97M-V with the def2-TZVPD basis set

```
13
Properties=species:S:1:pos:R:3:mulliken_charge:R:1
C -2.45164 -0.00834 -0.09401 -0.2085
C 1.66252 -0.01456 -0.70915 -0.3775
N -2.39679 -0.02741 1.19479 -0.6170
N 1.05262 0.48543 0.66610 0.3573
N 0.03120 1.03618 0.98136 -0.7520
O 1.92149 -1.42334 -0.70301 -0.4744
H -2.92877 -0.59603 -0.79364 0.3025
H -1.65128 0.60391 -0.60307 0.1632
H 1.06094 0.41107 -1.55004 0.2792
H 2.59435 0.49030 -0.69069 0.3407
H 1.80395 0.25251 1.29636 0.2635
H -1.71281 0.58611 1.72335 0.3906
H 1.01421 -1.79583 -0.71835 0.3325
```

Output
HOMO level ... -0.309 Ha

---

The computed energies, referenced to the most stable structure and given in eV, are i 0.000; ii 0.947.